No. 1
{"formula": "C30H45BrIrO2P2", "method": "ωB97M-V/def2-TZVPD", "multiplicity": 6, "s2": 8.788, "charge": 2, "e_homo_ha": [-0.4878, -0.5052], "e_above_lowest_kj_mol": 185.3, "species": ["Ir", "C", "C", "C", "C", "C", "C", "H", "H", "H", "C", "H", "H", "H", "C", "H", "H", "H", "C", "H", "H", "H", "C", "H", "H", "H", "C", "C", "C", "C", "C", "C", "C", "C", "H", "H", "H", "H", "H", "H", "H", "H", "H", "H", "H", "H", "P", "C", "C", "P", "C", "C", "C", "H", "H", "H", "H", "H", "H", "H", "H", "H", "H", "H", "H", "H", "H", "Br", "C", "C", "C", "C", "C", "C", "C", "O", "O", "H", "H", "H", "H"], "xyz": [[0.07, -1.76, -0.06], [-1.71, -1.77, 2.07], [-1.37, -2.86, 1.19], [0.58, -2.04, 2.14], [-0.55, -1.28, 2.68], [0.05, -3.16, 1.38], [-3.12, -1.30, 2.29], [-3.80, -1.72, 1.53], [-3.20, -0.20, 2.22], [-3.50, -1.60, 3.28], [-0.48, -0.13, 3.62], [-1.34, 0.56, 3.47], [0.45, 0.43, 3.42], [-0.50, -0.43, 4.69], [2.01, -1.88, 2.50], [2.17, -2.10, 3.57], [2.30, -0.85, 2.28], [2.60, -2.55, 1.88], [0.62, -4.56, 1.19], [0.86, -5.09, 2.14], [1.55, -4.46, 0.62], [-0.09, -5.20, 0.65], [-2.32, -3.86, 0.64], [-2.58, -4.60, 1.41], [-1.85, -4.35, -0.21], [-3.23, -3.35, 0.29], [-1.64, 2.92, -0.53], [-2.83, 2.30, -0.55], [-2.84, 0.80, -0.51], [-2.10, 0.15, -1.69], [-0.82, -0.69, -1.60], [0.44, -0.02, -1.18], [0.42, 1.24, -0.39], [-0.24, 2.53, -0.90], [-3.88, 0.44, -0.55], [-1.85, 0.96, -2.47], [-2.45, 0.46, 0.46], [-0.07, 2.70, -1.97], [-1.71, 4.04, -0.41], [-3.79, 2.82, -0.54], [0.35, 3.36, -0.45], [0.01, 0.99, 0.60], [1.46, -0.27, -1.56], [1.47, 1.59, -0.27], [-2.84, -0.52, -2.16], [-0.88, -1.37, -2.48], [-0.78, 0.79, -3.93], [-0.72, 2.62, -4.14], [-1.82, 0.16, -5.29], [1.37, -1.64, -3.31], [0.89, 0.09, -4.01], [0.60, -2.69, -4.66], [3.12, -1.46, -3.91], [0.24, 3.03, -3.81], [-1.51, 3.14, -3.57], [-0.85, 2.89, -5.19], [-1.56, 0.70, -6.22], [-2.88, 0.32, -5.08], [-1.67, -0.92, -5.46], [3.15, -1.06, -4.93], [3.60, -2.44, -3.90], [3.65, -0.76, -3.25], [1.55, 0.81, -3.48], [1.16, 0.10, -5.08], [1.14, -3.64, -4.62], [0.74, -2.23, -5.66], [-0.47, -2.84, -4.43], [-0.13, 4.15, 3.11], [1.31, 3.58, 4.18], [1.33, 3.86, 5.56], [2.31, 3.27, 6.36], [3.33, 2.50, 5.78], [3.32, 2.27, 4.40], [2.32, 2.81, 3.58], [2.17, 2.34, 2.13], [2.24, 3.18, 1.21], [1.99, 1.08, 2.14], [0.54, 4.48, 5.99], [2.29, 3.45, 7.45], [4.09, 2.03, 6.41], [4.09, 1.65, 3.94]]}

No. 2
{"formula": "C30H45BrMoN4OP2", "method": "ωB97M-V/def2-TZVPD", "multiplicity": 3, "s2": 2.036, "charge": 4, "e_homo_ha": [-0.6880, -0.6880], "e_above_lowest_kj_mol": 0.0, "species": ["C", "C", "C", "C", "N", "C", "C", "C", "C", "C", "C", "C", "C", "C", "Mo", "P", "H", "H", "H", "H", "H", "H", "H", "H", "C", "C", "H", "H", "H", "H", "H", "C", "C", "H", "H", "H", "H", "H", "C", "C", "H", "H", "H", "H", "H", "Br", "P", "C", "C", "H", "H", "H", "H", "H", "C", "C", "H", "H", "H", "H", "H", "C", "C", "H", "H", "H", "H", "H", "C", "N", "C", "C", "C", "N", "C", "O", "N", "H", "H", "H", "H", "H", "H", "H"], "xyz": [[-0.39, 7.25, -5.98], [-0.53, 5.87, -6.23], [-0.86, 5.48, -7.55], [-1.09, 6.47, -8.52], [-0.98, 7.76, -8.25], [-0.64, 8.16, -7.02], [-0.41, 4.84, -5.21], [-0.52, 3.84, -4.52], [-0.85, 2.76, -3.71], [0.22, 2.42, -2.87], [-0.10, 1.55, -1.83], [-1.40, 0.93, -1.77], [-2.43, 1.24, -2.64], [-2.13, 2.17, -3.62], [-0.01, -0.09, -0.64], [2.16, -0.79, -1.39], [-0.96, 4.43, -7.82], [-0.10, 7.63, -5.00], [-1.38, 6.18, -9.53], [-0.57, 9.23, -6.85], [-2.90, 2.48, -4.33], [1.21, 2.88, -2.88], [-3.42, 0.78, -2.55], [0.80, 1.41, -1.06], [2.10, -2.35, -0.37], [2.99, -3.51, -0.82], [1.05, -2.68, -0.34], [2.36, -2.03, 0.65], [2.94, -4.30, -0.05], [2.66, -3.95, -1.77], [4.05, -3.22, -0.90], [2.28, -1.18, -3.16], [2.94, -0.15, -4.07], [1.23, -1.28, -3.48], [2.74, -2.17, -3.26], [2.77, -0.45, -5.11], [2.51, 0.85, -3.94], [4.02, -0.09, -3.92], [3.74, 0.03, -0.97], [5.03, -0.77, -1.20], [3.65, 0.30, 0.09], [3.76, 0.96, -1.55], [5.88, -0.08, -1.14], [5.18, -1.53, -0.43], [5.07, -1.25, -2.19], [-2.72, -0.14, 0.19], [-2.01, -2.86, -3.49], [-0.25, -3.17, -3.57], [0.04, -4.62, -3.96], [0.18, -2.91, -2.59], [0.17, -2.50, -4.33], [1.10, -4.76, -4.19], [-0.23, -5.31, -3.15], [-0.54, -4.90, -4.85], [-2.66, -2.82, -1.82], [-4.13, -3.29, -1.87], [-2.57, -1.80, -1.41], [-2.05, -3.50, -1.19], [-4.54, -3.37, -0.86], [-4.76, -2.60, -2.43], [-4.19, -4.27, -2.35], [-2.40, -1.37, -4.42], [-2.70, -1.68, -5.90], [-1.56, -0.67, -4.31], [-3.27, -0.88, -3.96], [-3.04, -0.78, -6.42], [-1.81, -2.05, -6.42], [-3.49, -2.43, -5.98], [2.85, 1.28, 3.97], [1.77, 1.66, 3.07], [1.19, 2.88, 3.22], [0.17, 3.24, 2.39], [-0.25, 2.32, 1.40], [0.43, 1.17, 1.13], [1.48, 0.82, 1.99], [2.16, -0.20, 1.84], [-1.32, 2.66, 0.64], [2.72, 0.24, 4.30], [2.81, 1.95, 4.83], [3.83, 1.37, 3.49], [1.58, 3.49, 4.04], [-0.35, 4.18, 2.50], [-1.77, 3.53, 0.90], [-2.00, 1.91, 0.44]]}

No. 3
{"formula": "C30H45ClF10O14S", "method": "ωB97M-V/def2-TZVPD", "multiplicity": 1, "smiles": "O=C(F)CC1=CC(=O)C(S(=O)(=O)C(F)(F)C(F)(F)C(F)(F)C(F)(F)F)=C(Cl)C1=O.COCCOCCOC.COCCOCCOC.COCCOCCOC", "e_homo_ha": -0.3280, "species": ["O", "C", "F", "C", "C", "C", "C", "O", "C", "S", "O", "O", "C", "F", "F", "C", "F", "F", "C", "F", "F", "C", "F", "F", "F", "C", "Cl", "C", "O", "H", "H", "H", "C", "O", "C", "C", "O", "C", "C", "O", "C", "H", "H", "H", "H", "H", "H", "H", "H", "H", "H", "H", "H", "H", "H", "C", "O", "C", "C", "O", "C", "C", "O", "C", "H", "H", "H", "H", "H", "H", "H", "H", "H", "H", "H", "H", "H", "H", "C", "O", "C", "C", "O", "C", "C", "O", "C", "H", "H", "H", "H", "H", "H", "H", "H", "H", "H", "H", "H", "H", "H"], "xyz": [[-5.63, 2.47, 0.82], [-6.27, 1.59, 1.28], [-6.07, 0.33, 0.92], [-7.32, 1.70, 2.32], [-6.72, 1.66, 3.69], [-5.54, 1.12, 3.98], [-5.10, 1.09, 5.39], [-4.58, 0.12, 5.89], [-5.47, 2.29, 6.19], [-4.36, 2.90, 7.42], [-4.58, 4.30, 7.61], [-4.33, 2.03, 8.54], [-2.71, 2.91, 6.49], [-3.02, 3.15, 5.19], [-2.08, 3.98, 6.99], [-1.74, 1.67, 6.59], [-0.65, 2.05, 7.30], [-2.30, 0.64, 7.21], [-1.20, 1.19, 5.20], [-2.21, 0.90, 4.36], [-0.51, 0.04, 5.45], [-0.22, 2.19, 4.50], [-0.55, 2.27, 3.20], [1.04, 1.78, 4.62], [-0.32, 3.41, 5.03], [-6.67, 2.81, 5.92], [-7.39, 4.11, 6.73], [-7.50, 2.24, 4.80], [-8.70, 2.26, 4.83], [-7.82, 2.65, 2.17], [-8.06, 0.92, 2.19], [-4.89, 0.65, 3.26], [2.91, -0.59, -3.51], [1.84, -0.85, -2.62], [1.86, -2.17, -2.12], [1.21, -2.25, -0.75], [2.02, -1.77, 0.31], [2.20, -0.36, 0.43], [0.98, 0.39, 0.91], [0.02, 0.53, -0.12], [-1.30, 0.61, 0.37], [2.81, -1.16, -4.44], [2.88, 0.48, -3.75], [3.87, -0.81, -3.05], [2.89, -2.54, -2.05], [1.30, -2.82, -2.81], [1.08, -3.31, -0.53], [0.23, -1.78, -0.76], [2.58, 0.07, -0.50], [2.97, -0.25, 1.19], [1.29, 1.39, 1.24], [0.55, -0.14, 1.77], [-1.55, -0.27, 0.98], [-1.97, 0.62, -0.49], [-1.46, 1.52, 0.95], [9.77, -6.30, -2.58], [8.77, -5.32, -2.43], [8.20, -4.91, -3.66], [6.78, -4.44, -3.49], [5.83, -5.49, -3.31], [5.79, -6.15, -2.06], [5.15, -5.34, -0.95], [6.03, -4.35, -0.47], [5.35, -3.23, 0.05], [10.65, -5.90, -3.09], [10.06, -6.62, -1.58], [9.40, -7.17, -3.14], [8.22, -5.74, -4.38], [8.79, -4.09, -4.08], [6.48, -3.96, -4.42], [6.71, -3.70, -2.69], [6.77, -6.51, -1.76], [5.15, -7.02, -2.23], [4.89, -6.02, -0.12], [4.23, -4.89, -1.33], [4.67, -2.80, -0.70], [6.10, -2.48, 0.32], [4.77, -3.49, 0.94], [-2.79, 2.83, -0.74], [-2.12, 2.91, -1.98], [-1.64, 1.66, -2.43], [-1.55, 1.61, -3.94], [-2.80, 1.45, -4.59], [-3.67, 2.57, -4.65], [-3.26, 3.63, -5.65], [-2.18, 4.42, -5.15], [-1.38, 4.96, -6.17], [-2.09, 2.57, 0.07], [-3.23, 3.80, -0.53], [-3.59, 2.09, -0.78], [-2.30, 0.85, -2.09], [-0.63, 1.49, -2.02], [-0.99, 0.71, -4.20], [-1.00, 2.47, -4.32], [-3.84, 3.00, -3.67], [-4.62, 2.16, -5.00], [-4.12, 4.29, -5.83], [-2.97, 3.15, -6.59], [-0.99, 4.17, -6.83], [-0.55, 5.47, -5.70], [-1.94, 5.68, -6.78]]}

no.,DFT total energy (Ha)
1,-4680.76980
2,-4787.62839
3,-4080.23560